#1
Here is C7H10O2 as an isolated structure from OMol25. Energies are from ωB97M-V with the def2-TZVPD basis set.

## Properties
Gap between HOMO and LUMO (eV): 8.580
Lowest unoccupied orbital energy (eV): 0.83
Highest occupied orbital energy (eV): -7.755
Total charge: 0
Multiplicity: 1

Structure (XYZ):
```
19
C7H10O2, DFT ωB97M-V with the def2-TZVPD basis set
C 2.63524 1.57008 -0.10432
C 0.30829 -2.00538 0.32928
C 2.22138 0.11371 -0.07112
C -2.05438 -0.01337 -0.16446
C 0.32506 -0.57002 0.07314
C -0.18296 0.47676 -0.39702
C -2.88449 0.84757 0.42465
O -2.45284 -1.13518 -0.81612
O 3.01996 -0.78001 -0.03434
H -3.42361 -1.18325 -0.85728
H -0.15565 1.54170 -0.47616
H 2.16318 2.10338 0.72111
H 3.72120 1.65838 -0.03386
H 2.30257 2.01717 -1.04212
H -0.16462 -2.21559 1.28823
H -0.23664 -2.52516 -0.45892
H 1.33631 -2.37311 0.32717
H -2.51215 1.69984 0.97379
H -3.96586 0.77248 0.31836
```

***

#2
Here is one molecule with the formula C7H10O2 from OMol25. Energies are from ωB97M-V with the def2-TZVPD basis set.

## Properties
Gap between HOMO and LUMO (eV): 7.092
Lowest unoccupied orbital energy (eV): 0.13
Highest occupied orbital energy (eV): -6.960
Total charge: 0
Multiplicity: 1

Structure (XYZ):
```
19
C7H10O2, DFT ωB97M-V with the def2-TZVPD basis set
C -1.26257 1.23034 -0.10514
C -0.95663 2.13051 -1.12250
C -0.75593 -0.02460 -0.12166
C 0.73386 0.76480 -1.88743
C 0.21900 -0.28653 2.17910
C 0.74437 -1.91854 0.32931
C -0.30304 -0.96140 0.90647
O -0.04001 1.82964 -2.04985
O 1.19824 0.22468 -2.98343
H -2.00017 1.56796 0.61598
H -1.29518 3.14990 -1.14796
H 0.54800 -1.03320 2.89542
H -0.55454 0.31883 2.64011
H 1.06103 0.35534 1.93804
H 0.35847 -2.40970 -0.55711
H 1.01832 -2.67317 1.06140
H 1.62960 -1.35559 0.04741
H -1.19845 -1.55134 1.15584
H 0.85563 0.64205 -3.79401
```

***

Stability, highest: #2

***

#1
Here is a 6-piece molecular cluster, C11H34O11 overall from OMol25. Energies are from ωB97M-V with the def2-TZVPD basis set.

## Properties
Gap between HOMO and LUMO (eV): 10.207
Lowest unoccupied orbital energy (eV): 0.32
Highest occupied orbital energy (eV): -9.890
Total charge: 0
Multiplicity: 1

Structure (XYZ):
```
56
C11H34O11, DFT ωB97M-V with the def2-TZVPD basis set
O 3.44036 -18.64804 8.59752
C 2.70118 -19.51338 7.71637
C 1.26856 -18.92789 7.64580
O 0.49479 -19.10042 8.82688
H 4.28998 -18.51167 8.15865
H 3.12926 -19.53012 6.70475
H 2.69856 -20.51950 8.12552
H 0.66064 -19.43825 6.89789
H 1.36583 -17.84941 7.52317
H 0.90214 -18.56458 9.52188
O -0.52617 -15.32700 7.53167
C -0.52210 -13.99396 7.96531
C -1.23516 -13.86899 9.26075
O -0.63474 -14.82729 10.13041
H -0.49821 -15.83323 8.35303
H 0.52372 -13.67737 8.14898
H -0.97187 -13.40615 7.16384
H -2.27240 -14.18265 9.20188
H -1.16444 -12.89599 9.74483
H -0.77605 -14.60420 11.05522
O 2.92923 -12.07611 6.21640
C 3.54785 -12.59594 5.05620
C 2.60940 -13.59056 4.37143
O 1.41413 -12.87411 4.02921
H 2.12521 -11.61929 5.96581
H 3.87743 -11.81764 4.37009
H 4.48463 -13.11389 5.28841
H 2.29205 -14.37297 5.06983
H 3.00027 -13.94830 3.40469
H 1.28859 -12.88859 3.08662
O 0.13590 -18.85417 4.16466
C -1.05935 -19.02835 3.44203
C -0.97213 -20.25097 2.56575
O -0.05669 -20.04146 1.45293
H 0.26540 -17.94300 4.52767
H -1.96623 -19.10696 4.12369
H -1.20772 -18.17563 2.74533
H -1.96271 -20.44103 2.13029
H -0.75374 -21.14013 3.11072
H 0.81336 -19.85804 1.85971
O -4.16879 -17.18547 2.67035
C -4.20805 -15.89870 3.29609
C -5.57961 -15.31266 3.01769
O -5.85449 -15.15291 1.63861
H -3.24737 -17.41813 2.52307
H -4.16085 -16.00783 4.36788
H -3.39778 -15.24860 2.91679
H -5.65212 -14.34210 3.48700
H -6.38847 -15.98845 3.37788
H -5.20967 -14.58739 1.19708
C -0.32343 -15.73370 4.18517
O 0.59635 -16.22005 5.15656
H -1.29451 -16.30689 4.26078
H -0.57751 -14.69500 4.37855
H 0.03025 -15.91126 3.17679
H 0.22253 -15.93467 6.01866
```

***

#2
Here is a 6-piece molecular cluster, C11H34O11 overall from OMol25. Energies are from ωB97M-V with the def2-TZVPD basis set.

## Properties
Gap between HOMO and LUMO (eV): 9.774
Lowest unoccupied orbital energy (eV): 0.03
Highest occupied orbital energy (eV): -9.742
Total charge: 0
Multiplicity: 1

Structure (XYZ):
```
56
C11H34O11, DFT ωB97M-V with the def2-TZVPD basis set
O -2.18930 -12.79780 9.28001
C -2.37372 -11.45692 9.53847
C -2.93231 -11.07382 10.92661
O -4.35663 -11.14408 10.98209
H -3.04201 -13.22675 9.17757
H -1.35705 -11.10361 9.36625
H -2.90635 -10.96383 8.72529
H -2.60934 -10.11822 11.33968
H -2.58638 -11.80048 11.66172
H -4.53773 -12.05667 11.21873
O -1.95508 -10.55141 14.45032
C -3.06788 -11.07601 15.11937
C -2.56365 -12.07683 16.14407
O -1.86005 -11.35259 17.17555
H -2.23671 -9.75147 14.00045
H -3.76021 -10.37270 15.58208
H -3.63709 -11.58729 14.34303
H -2.02871 -12.90003 15.67051
H -3.45406 -12.52940 16.58046
H -1.51404 -11.98392 17.81062
O -9.13059 -6.30213 12.11538
C -7.97120 -5.50323 12.49090
C -7.19470 -4.81924 11.41850
O -6.96626 -5.83875 10.44549
H -8.89335 -7.22754 12.02092
H -8.15457 -4.72036 13.22683
H -7.27664 -6.19455 12.96814
H -6.21872 -4.53990 11.81539
H -7.60536 -3.93440 10.93219
H -7.81264 -6.14366 10.11042
O -6.14774 -3.91031 15.90863
C -5.51019 -4.74855 14.97964
C -4.13070 -5.24605 15.44961
O -4.19522 -6.47002 16.13036
H -6.77019 -3.39912 15.38630
H -6.19480 -5.58182 14.82130
H -5.45837 -4.20081 14.03867
H -3.74552 -4.44743 16.08357
H -3.48391 -5.29937 14.57386
H -4.80589 -6.53452 16.86828
O -8.89531 -9.01532 12.20759
C -7.90800 -9.99383 11.95118
C -7.54174 -10.00143 10.42699
O -8.51082 -10.80835 9.72319
H -9.69522 -9.36042 11.80430
H -7.06764 -9.74378 12.59876
H -8.27244 -10.97663 12.25011
H -6.55456 -10.39966 10.19248
H -7.45022 -8.99508 10.01836
H -8.13928 -11.68792 9.62361
C -5.00605 -8.13388 13.33490
O -4.29963 -9.36013 13.22121
H -5.57953 -8.32792 14.24130
H -4.28532 -7.31641 13.31549
H -5.67648 -7.97756 12.48981
H -4.49983 -9.90872 12.45926
```

***

Stability, highest: #1

***

#1
Here is FH2NO as an isolated structure from OMol25. Energies are from ωB97M-V with the def2-TZVPD basis set.

## Properties
Gap between HOMO and LUMO (spin up / spin down) (eV): 10.509 / 10.509
Lowest unoccupied orbital energy (spin up / spin down) (eV): -0.63 / -0.63
Highest occupied orbital energy (spin up / spin down) (eV): -11.144 / -11.144
Total charge: 0
Multiplicity: 1

Structure (XYZ):
```
5
FH2NO, DFT ωB97M-V with the def2-TZVPD basis set
N -0.39181 -0.08707 -0.24964
O 0.49338 0.28702 -1.79567
F 1.76436 -0.17014 -1.69394
H -1.29170 -0.10846 -0.73659
H -0.45830 0.86679 0.01806
```

***

#2
Here is a 2-piece molecular cluster, FH2NO overall from OMol25. Energies are from ωB97M-V with the def2-TZVPD basis set.

## Properties
Gap between HOMO and LUMO (spin up / spin down) (eV): 8.465 / 8.461
Lowest unoccupied orbital energy (spin up / spin down) (eV): -2.37 / -2.36
Highest occupied orbital energy (spin up / spin down) (eV): -10.835 / -10.826
Total charge: 0
Multiplicity: 1

Structure (XYZ):
```
5
FH2NO, DFT ωB97M-V with the def2-TZVPD basis set
N 0.12629 -0.50774 0.18142
O -0.32933 -0.85423 -1.91598
F -0.12349 -2.16260 -1.84796
H -0.68221 -1.13011 0.33088
H 0.03098 0.60158 0.23002
```

***

Stability, highest: #1

***

#1
Here is a 2-piece molecular cluster, C2H3BrN2O overall from OMol25. Energies are from ωB97M-V with the def2-TZVPD basis set.

## Properties
Gap between HOMO and LUMO (spin up / spin down) (eV): 9.103 / 7.031
Lowest unoccupied orbital energy (spin up / spin down) (eV): 0.14 / -1.37
Highest occupied orbital energy (spin up / spin down) (eV): -8.965 / -8.403
Total charge: 0
Multiplicity: 1

Structure (XYZ):
```
9
C2H3BrN2O, DFT ωB97M-V with the def2-TZVPD basis set
C 0.18496 1.35113 -0.78330
C -0.53367 0.93808 0.32642
N 1.26318 -1.62525 0.31503
N 1.55489 -0.52995 0.55550
O 1.20020 2.00237 -0.64754
Br -1.97481 -0.25048 0.22018
H -0.09787 0.96403 -1.75131
H -0.07788 1.10688 1.28108
H 1.81896 -2.42427 -0.11910
```

***

#2
Here is C2H3BrN2O as an isolated structure from OMol25. Energies are from ωB97M-V with the def2-TZVPD basis set.

## Properties
Gap between HOMO and LUMO (eV): 9.728
Lowest unoccupied orbital energy (eV): -0.40
Highest occupied orbital energy (eV): -10.127
Total charge: 0
Multiplicity: 1

Structure (XYZ):
```
9
C2H3BrN2O, DFT ωB97M-V with the def2-TZVPD basis set
C -1.09203 0.41983 0.74971
C -0.14110 -0.39508 0.02476
N 1.93673 -0.08157 -0.41128
N 0.84530 0.34604 -0.62402
O -1.51710 0.34178 1.87258
Br -1.21489 -1.15974 -1.35825
H -1.59113 1.23475 0.19692
H 0.19644 -1.18308 0.63300
H 2.57778 0.47706 -1.08342
```

***

Stability, highest: #2